Record 1
{
  "formula": "C3H6N2O2S",
  "method": "ωB97M-V with the def2-TZVPD basis set",
  "species": ["C", "N", "O", "C", "S", "N", "C", "O", "H", "H", "H", "H", "H", "H"],
  "coordinates": [[3.07916, -0.25466, -0.12491], [1.89445, -0.04714, -0.48610], [0.94717, -0.46823, 0.50081], [-0.35391, -0.34927, 0.20904], [-1.26984, -1.69524, -0.05133], [-0.81015, 0.88747, 0.09575], [0.02110, 2.08751, 0.17688], [-2.10278, 1.16729, -0.31086], [3.75766, -0.02656, -0.92129], [3.38174, -0.71182, 0.91745], [0.54136, 2.28552, -0.85692], [0.89424, 1.91879, 0.75944], [-0.51083, 2.95569, 0.61123], [-2.56998, 0.32610, -0.04194]],
  "atomic_forces_ev_per_a": [[0.1, -1.2, 2.2], [-1.4, 0.0, -0.1], [1.9, 0.0, 1.0], [-1.0, -0.2, -1.4], [-0.4, 0.0, 0.3], [0.9, 1.5, 0.4], [0.7, 0.6, -2.2], [0.0, -1.2, 0.6], [0.7, 0.1, 0.1], [-0.6, 0.9, -2.2], [-1.6, 0.1, 1.6], [0.4, -0.5, 0.9], [0.0, -0.7, -0.6], [0.2, 0.6, -0.5]],
  "e_above_lowest_kj_mol": 530.2,
  "homo_ev": -8.589,
  "smiles": "C=NOC(=S)N(C)O",
  "largest_force_ev_per_a": 2.50,
  "lumo_energy_ev": 0.72
}

=====

Record 2
{
  "formula": "C9H16BBr12FI",
  "method": "ωB97M-V with the def2-TZVPD basis set",
  "species": ["C", "C", "I", "C", "B", "C", "C", "F", "H", "H", "H", "H", "H", "H", "H", "H", "H", "H", "H", "H", "C", "Br", "Br", "Br", "H", "C", "Br", "Br", "Br", "H", "C", "Br", "Br", "Br", "H", "C", "Br", "Br", "Br", "H"],
  "coordinates": [[-2.16493, 3.97707, 4.04655], [-2.95992, 4.11832, 2.60598], [-4.70389, 5.50403, 2.73868], [-3.38616, 2.68299, 1.92667], [-2.63118, 2.63723, 0.44000], [-2.92392, 1.26233, -0.41315], [-1.74411, 1.19753, -1.59393], [-0.63841, 0.33123, -1.11543], [-2.88262, 3.72132, 4.95171], [-1.23183, 3.25872, 4.00800], [-1.71751, 5.06070, 4.26995], [-2.20242, 4.67632, 1.87162], [-4.55229, 2.63444, 1.67672], [-3.16638, 1.74135, 2.59149], [-1.49147, 2.85498, 0.62875], [-3.07612, 3.56080, -0.16540], [-3.94916, 1.34912, -1.01810], [-2.91773, 0.29288, 0.26912], [-2.16771, 0.91450, -2.64957], [-1.29608, 2.29823, -1.67274], [1.76150, -1.46823, -3.43050], [0.87692, -2.40515, -4.88789], [2.77981, -2.68216, -2.30193], [2.85250, 0.00755, -4.07529], [0.97443, -1.03447, -2.80488], [1.54786, 3.43709, 6.54543], [1.04392, 2.04823, 7.81089], [1.29848, 2.86322, 4.70349], [0.63444, 5.11523, 6.91079], [2.61893, 3.61991, 6.68113], [5.24962, -5.15446, -5.06742], [6.04098, -3.38468, -5.22835], [3.42238, -5.19367, -5.73370], [6.35438, -6.52007, -5.90324], [5.20535, -5.38891, -3.99873], [1.74730, -7.65755, -2.46653], [0.76521, -6.15267, -3.21159], [2.57371, -8.74125, -3.85467], [3.03874, -7.08774, -1.12807], [1.01741, -8.29434, -1.95586]],
  "atomic_forces_ev_per_a": [[-0.2, 1.5, 0.1], [2.0, -1.6, -0.1], [0.8, -0.5, 0.2], [-1.5, 0.3, 0.2], [-1.3, -0.7, 0.9], [0.4, -0.8, -1.7], [-0.9, 1.4, 1.1], [-1.5, 0.9, -1.3], [1.5, 0.3, -2.0], [-2.3, 1.2, -0.2], [-0.9, -2.3, -0.3], [-1.9, -1.2, 1.5], [2.3, 0.3, 0.9], [-0.2, 1.9, -0.7], [1.4, -0.1, 0.1], [-0.3, 0.7, -0.6], [2.0, -0.5, 1.4], [0.0, 1.6, -1.7], [1.2, -0.2, 1.9], [-0.8, -2.5, 0.1], [-0.2, 0.2, 0.2], [0.2, 0.2, 0.3], [-0.2, 0.2, -0.3], [-0.2, -0.5, 0.1], [0.3, -0.1, -0.2], [0.3, 0.0, -0.2], [0.1, 0.3, -0.3], [0.2, 0.1, 0.6], [0.2, -0.4, -0.1], [-0.5, -0.1, 0.0], [-0.1, 0.0, 0.2], [-0.2, -0.5, 0.0], [0.6, 0.0, 0.1], [-0.2, 0.3, 0.1], [0.0, 0.1, -0.5], [-0.3, 0.0, 0.0], [0.3, -0.4, 0.2], [-0.1, 0.3, 0.3], [-0.3, -0.1, -0.4], [0.4, 0.3, -0.2]],
  "homo_ev": -5.080,
  "largest_force_ev_per_a": 2.74,
  "total_charge": -1,
  "lumo_energy_ev": 1.07
}

=====

Record 3
{
  "formula": "C5H9ClO",
  "method": "ωB97M-V with the def2-TZVPD basis set",
  "species": ["C", "C", "C", "C", "O", "C", "Cl", "H", "H", "H", "H", "H", "H", "H", "H", "H"],
  "coordinates": [[0.60633, 1.99805, -0.83606], [0.18680, 1.39202, 0.23397], [0.25242, -0.08156, 0.57464], [-1.18411, -0.54674, 0.30751], [0.46093, -0.33808, 1.93390], [1.37803, -0.85492, -0.16548], [2.85510, 0.01980, -0.41726], [0.29050, 3.02463, -0.97593], [1.24090, 1.51551, -1.65796], [-0.48089, 1.73465, 1.01096], [-1.25023, -1.58961, 0.19906], [-1.52829, -0.08863, -0.57343], [-1.86250, -0.28114, 1.17375], [0.77395, 0.45825, 2.38489], [1.09165, -1.50819, -1.02132], [1.49761, -1.54883, 0.64352]],
  "atomic_forces_ev_per_a": [[0.8, 0.5, -2.1], [-0.5, -2.0, 1.7], [-0.1, 0.7, -1.7], [-0.1, 0.4, 1.4], [0.4, 0.7, 1.4], [-1.9, -1.6, 0.3], [0.9, 0.0, -0.1], [0.2, 0.1, -0.2], [-1.2, 0.8, 1.5], [-0.1, 1.5, -0.2], [0.0, -1.6, -0.1], [-0.7, 0.5, -1.2], [0.9, 0.0, -1.0], [0.1, -0.2, -0.1], [0.1, 1.1, 0.2], [1.0, -0.8, 0.0]],
  "e_above_lowest_kj_mol": 192.0,
  "homo_ev": -9.953,
  "smiles": "C=C[C@](C)(O)CCl",
  "largest_force_ev_per_a": 2.68,
  "lumo_energy_ev": 0.85
}

=====

Record 4
{
  "formula": "C4H8O2",
  "method": "ωB97M-V with the def2-TZVPD basis set",
  "species": ["C", "C", "C", "O", "C", "O", "H", "H", "H", "H", "H", "H", "H", "H"],
  "coordinates": [[-0.29592, 1.60962, 0.18176], [-0.12811, 0.14954, -0.20517], [-1.32807, -0.73489, 0.15646], [1.04073, -0.32925, 0.50910], [1.92423, -1.07083, -0.16248], [1.85322, -1.41087, -1.31538], [-1.14691, 2.03649, -0.36224], [-0.47216, 1.71135, 1.25858], [0.60368, 2.17912, -0.07474], [0.08850, 0.07179, -1.27263], [-1.09424, -1.34272, 1.03629], [-1.58965, -1.41914, -0.65680], [-2.21109, -0.13067, 0.39235], [2.75579, -1.31955, 0.51491]],
  "atomic_forces_ev_per_a": [[0.0, 0.0, 0.0], [-0.2, 0.1, -0.1], [-0.1, -0.1, 0.0], [0.1, -0.1, -0.1], [0.0, -0.1, -0.3], [0.0, 0.1, 0.5], [0.2, -0.1, 0.1], [0.0, 0.0, -0.2], [-0.2, -0.1, 0.0], [0.0, 0.0, 0.1], [0.0, 0.2, -0.1], [0.1, 0.1, 0.1], [0.2, -0.1, -0.1], [-0.1, 0.0, -0.1]],
  "e_above_lowest_kj_mol": 51.5,
  "homo_ev": -10.681,
  "smiles": "CC(C)OC=O",
  "largest_force_ev_per_a": 0.52,
  "lumo_energy_ev": 1.00
}

=====

Record 5
{
  "formula": "C3H6N2S2",
  "method": "ωB97M-V with the def2-TZVPD basis set",
  "species": ["H", "N", "C", "N", "S", "C", "C", "S", "H", "H", "H", "H", "H"],
  "coordinates": [[-2.18023, 0.97778, 2.22672], [-1.41600, 1.49271, 1.63122], [-0.81280, 0.62317, 0.95728], [0.33120, 0.76741, 0.10675], [0.50603, 2.44592, -0.14424], [0.66841, -0.21067, -0.76051], [0.33249, -1.74119, -0.53344], [1.29671, 0.28198, -2.30696], [-1.35833, -0.41413, 1.03199], [1.95575, 2.05981, -0.62730], [0.35928, -1.93740, 0.58573], [1.09239, -2.28353, -1.14948], [-0.77490, -2.06187, -1.01777]],
  "atomic_forces_ev_per_a": [[1.7, 1.5, -1.7], [-1.0, 0.1, 1.5], [-1.6, -4.3, 0.6], [-2.8, -0.1, 1.9], [4.2, -0.4, -1.3], [0.0, -0.3, -3.8], [-1.6, 0.8, -0.4], [-0.4, -1.2, 2.4], [2.1, 1.3, -0.8], [-3.0, 1.4, 0.7], [0.0, -0.2, -1.5], [-0.7, 0.3, 0.9], [3.0, 1.2, 1.5]],
  "e_above_lowest_kj_mol": 314.2,
  "homo_ev": -8.379,
  "smiles": "[H]/N=C/N(S)C(C)=S",
  "largest_force_ev_per_a": 4.62,
  "lumo_energy_ev": -0.22
}

=====

Record 6
{
  "formula": "C4H8Br2ClN",
  "method": "ωB97M-V with the def2-TZVPD basis set",
  "species": ["N", "C", "Cl", "C", "Br", "C", "C", "Br", "H", "H", "H", "H", "H", "H", "H", "H"],
  "coordinates": [[1.74917, -0.72321, 0.38111], [0.83586, -0.68792, -0.74755], [1.20944, -2.08985, -1.79358], [-0.68259, -0.78596, -0.48353], [-1.63288, -0.31255, -2.11727], [-1.15484, 0.14652, 0.65295], [-0.56723, 1.57789, 0.47826], [-1.07648, 2.79098, 1.93683], [1.97091, -1.56001, 0.98559], [2.69427, -0.52166, 0.01402], [0.83130, 0.30614, -1.16658], [-0.98672, -1.75502, -0.24757], [-2.20940, 0.21772, 0.60756], [-0.79391, -0.23217, 1.65313], [0.54165, 1.62548, 0.38137], [-0.72855, 2.00362, -0.53471]],
  "atomic_forces_ev_per_a": [[1.3, 0.3, 0.6], [-0.7, -1.3, 1.5], [0.3, 0.0, -1.1], [0.4, 1.5, 1.2], [0.1, -0.1, -0.1], [2.3, 0.9, 0.3], [1.2, 0.0, -1.1], [0.1, -0.4, -0.7], [-1.5, 0.8, -1.4], [-0.8, 0.3, 0.2], [1.3, 0.0, -1.0], [-0.4, -1.7, 0.2], [-1.1, -0.1, 0.3], [-0.5, 0.2, -1.1], [-0.6, -0.5, 1.2], [-1.2, 0.1, 0.8]],
  "e_above_lowest_kj_mol": 0.0,
  "homo_ev": -9.910,
  "smiles": "N[C@@H](Cl)[C@H](Br)CCBr",
  "largest_force_ev_per_a": 2.52,
  "lumo_energy_ev": 0.65
}